ORCA calculation (ωB97M-V/def2-TZVPD) on C9H17ClHfI2N2OPSe as an isolated structure at a distorted geometry.

```
35
Properties=species:S:1:pos:R:3:forces:R:3
I 0.750 -1.747 -1.631 0.5474 1.2745 -1.2248
I -0.866 -3.384 -0.522 -1.2040 -0.9395 0.5272
Hf -1.988 1.141 1.435 0.2252 0.9464 0.3956
P -2.702 0.988 -1.195 -2.0298 1.3854 -3.0823
C -2.700 0.006 -2.775 1.0124 -1.4999 0.7628
C -4.556 1.050 -0.945 0.5671 -0.5867 1.3663
H -2.116 3.331 -1.176 -0.2115 0.3326 -0.3782
H -3.125 3.053 -2.651 0.2052 -0.6038 0.4594
H -1.387 2.519 -2.543 -0.5466 0.0278 0.1325
C -2.342 2.631 -1.991 1.1364 0.2622 1.0108
H -4.743 1.541 0.025 -0.4671 0.2162 -0.3010
H -5.125 1.542 -1.753 0.5379 -0.1062 0.3118
H -3.418 0.377 -3.534 0.3007 0.2277 0.8162
H -2.910 -1.042 -2.527 -0.2268 0.1720 -0.1862
H -4.886 0.005 -0.807 -0.0494 0.3608 -0.2356
H -1.677 -0.013 -3.158 -0.1407 0.2284 -0.1662
C 1.787 -5.765 -2.372 3.9190 -4.8184 -1.8112
O 2.496 -6.649 -2.706 -3.9224 4.8590 1.8296
Cl -1.725 3.233 2.404 -0.2892 -1.2916 -1.0302
C 2.058 -2.554 1.281 0.2343 -1.2202 -0.2832
N 2.498 -1.180 1.413 -0.3461 0.2629 -0.3030
C 3.814 -0.805 1.171 -1.1160 -0.7768 0.2453
C 3.925 0.477 1.542 -0.3495 0.9618 0.5194
N 2.680 0.881 2.008 -0.5805 0.2865 -0.4988
C 2.382 2.182 2.599 -0.0486 0.9477 0.2549
C 1.779 -0.111 1.818 1.4438 -0.2825 0.3963
Se -0.098 -0.137 2.336 1.2545 -0.4647 -0.1932
H 2.165 -2.869 0.231 -0.1924 0.1928 0.5702
H 1.014 -2.686 1.617 0.7537 0.0725 -0.0874
H 2.765 -3.199 1.823 -0.4889 0.2890 0.2934
H 4.525 -1.521 0.794 0.0707 0.0465 0.0169
H 4.788 1.134 1.520 -0.2750 -0.0418 0.1344
H 3.192 2.446 3.301 -0.4821 -0.2025 -0.2156
H 2.334 2.979 1.837 0.0423 -0.4555 0.1699
H 1.412 2.143 3.133 0.7156 -0.0629 -0.2156
```
Forces are in eV/Å.

Output
orbital gap	4.56	eV
relative energy (zero: lowest compared OMol25 entry of this formula, charge and spin)	231.7	kJ/mol
HOMO energy	-17.61	eV
M	746.93	g/mol
2S+1	1
total charge	+3
E	-4383.19131	a.u.

=====

ORCA calculation (ωB97M-V/def2-TZVPD) on a 4-piece molecular cluster, C9H17FN2O9S overall at a distorted geometry.

```
39
Properties=species:S:1:pos:R:3:forces:R:3
O -4.480 -0.131 1.440 3.3064 0.1662 -1.1814
C -3.302 -0.340 1.153 -3.1270 0.0192 0.0761
O -2.624 0.092 0.022 -2.4941 0.2855 0.4825
C -1.277 -0.257 0.143 0.8024 -0.2755 0.2240
C -1.430 -1.468 1.040 1.3664 1.5359 1.2826
F -0.492 -1.477 1.983 2.5849 -1.0524 0.4389
O -2.522 -1.159 1.883 -1.3730 -0.1755 -1.9453
H -0.765 -0.535 -0.779 -0.5998 0.1884 -0.2697
H -0.752 0.598 0.569 0.2581 -0.3655 0.3898
H -1.424 -2.381 0.444 -0.6405 -0.3974 0.5270
C -0.927 -4.648 -2.562 0.2854 -1.0029 0.7833
N -1.172 -3.482 -3.370 0.7488 -0.3675 0.4150
O -0.864 -3.600 -4.508 0.3607 0.2636 -2.7493
O -1.579 -2.491 -2.849 -0.8858 1.6295 0.9890
H -0.007 -4.483 -2.001 -0.1992 0.2353 0.2102
H -0.701 -5.445 -3.271 -0.5720 -0.2013 0.4284
H -1.795 -4.734 -1.909 0.2805 -0.5445 -0.0048
C -4.487 2.481 -0.549 0.9335 0.2854 -1.6410
N -4.567 3.972 -0.562 0.9051 0.3290 3.6913
O -5.668 4.432 -0.319 0.4855 0.5945 -1.0078
O -3.474 4.579 -0.477 -2.2150 -0.6187 -0.9896
H -3.404 2.355 -0.555 -0.3885 -0.7158 -0.2943
H -4.990 2.246 -1.487 0.3486 -0.6262 -0.0373
H -4.963 1.922 0.256 -0.1433 0.8719 0.2446
O 1.801 -0.095 0.261 0.0644 2.1147 0.6339
S 2.294 1.116 0.971 0.5838 -2.4822 -0.1544
O 1.399 2.178 1.438 1.0189 -1.4508 -0.4990
C 3.438 0.284 2.277 -0.3089 0.3437 -0.6212
C 4.894 0.480 1.775 -0.3050 1.0327 -0.2831
C 4.940 0.940 0.249 -1.4240 -0.2185 1.5201
C 3.685 1.814 0.042 0.3548 0.2537 0.4983
H 3.153 -0.764 2.362 -0.3389 0.1649 -0.4806
H 3.278 0.723 3.262 -0.0087 0.2580 -0.2017
H 5.230 1.259 2.459 0.7066 0.1501 -0.4387
H 5.539 -0.390 1.896 -0.2871 -0.0436 0.1771
H 4.910 0.010 -0.319 0.0062 0.3223 -0.4329
H 5.789 1.570 -0.016 0.2107 -0.4195 0.1930
H 3.506 2.089 -0.997 -0.5368 -0.3400 0.1177
H 3.811 2.739 0.604 0.2359 0.2531 -0.0908
```
Forces are in eV/Å.

Output
orbital gap	10.73	eV
relative energy (zero: lowest compared OMol25 entry of this formula, charge and spin)	54.3	kJ/mol
HOMO energy	-10.62	eV
M	348.31	g/mol
2S+1	1
E	-1637.60043	a.u.

=====

ORCA calculation (ωB97M-V/def2-TZVPD) on C9H17IN4O as an isolated structure at a distorted geometry.

```
32
Properties=species:S:1:pos:R:3:forces:R:3
C -2.623 -1.111 0.243 -0.2571 -0.3389 -0.2226
C -1.394 -0.844 -0.181 -1.1203 -1.8780 2.2808
C -0.195 1.199 0.645 2.0419 1.8447 0.3037
C 0.252 2.112 -0.550 0.7883 -1.4361 -0.8721
C 3.138 -0.334 0.676 2.1315 0.5640 0.0281
C -0.689 3.155 -0.981 -2.0997 -1.6239 -0.9845
C 0.598 -2.234 -0.353 -1.4154 -0.4691 -2.3392
C -0.510 -2.183 1.728 0.1803 -1.3206 0.2077
C 0.705 -0.078 0.948 -2.1953 -0.3066 2.3286
N -0.910 1.859 1.455 -0.3355 -1.6054 1.5407
N 1.909 -0.173 0.208 0.1094 1.1019 1.4799
N 3.612 -0.750 1.870 2.1381 1.1779 -4.4229
N -0.151 -1.316 0.579 -0.9078 -0.1537 -0.3273
O 1.351 1.868 -1.086 -1.6722 0.6308 0.5993
I 4.459 0.376 -0.808 0.3621 -0.4908 0.5736
H -3.482 -1.058 -0.440 0.5130 0.7440 0.2058
H -2.920 -1.455 1.230 0.4343 -0.3697 -0.1512
H -1.252 -0.308 -1.056 0.9155 0.4062 -1.7833
H -0.195 4.070 -1.165 0.4970 1.1210 -0.1026
H -1.125 2.812 -2.027 0.8320 0.5622 1.9944
H -1.520 3.207 -0.232 0.7737 0.3635 -0.9550
H 1.477 -2.695 0.056 0.2125 -0.0200 0.7600
H -0.164 -3.061 -0.612 1.3659 1.4415 0.0348
H 0.950 -1.622 -1.235 -0.8398 -1.0890 0.7045
H 0.322 -2.469 2.311 2.0718 -0.3137 -0.1861
H -1.003 -1.770 2.554 -1.8646 1.4180 0.4203
H -0.937 -3.158 1.448 -0.2497 0.8196 -0.3263
H 0.757 -0.074 2.090 0.4813 -0.2256 -1.4597
H -1.126 1.473 2.437 0.5971 0.3879 -1.8181
H 1.822 0.592 -0.540 0.3463 -0.1162 -0.2716
H 2.958 -1.001 2.514 -1.6096 -1.0744 2.7176
H 4.666 -0.883 1.982 -2.2252 0.2483 0.0426
```
Forces are in eV/Å.

Output
orbital gap	9.32	eV
HOMO energy	-16.85	eV
M	324.17	g/mol
2S+1	1
total charge	+2
E	-944.35231	a.u.

=====

ORCA calculation (ωB97M-V/def2-TZVPD) on an isolated ion of composition C9H17N2O2 and charge +1 at a distorted geometry.

```
30
Properties=species:S:1:pos:R:3:forces:R:3
C 3.767 1.440 0.310 -3.3113 2.7107 -3.5070
O 2.391 0.954 -0.049 0.9492 -0.3092 0.1872
C 2.117 -0.339 -0.043 -2.1292 0.2131 -0.4191
C 3.160 -1.287 0.416 -1.1136 0.4106 1.9546
C 0.707 -0.738 -0.284 1.4044 0.2404 1.2255
O 0.440 -1.934 -0.227 -0.0916 0.4140 -0.5174
N -0.416 0.227 -0.290 -1.1146 -1.0573 0.4034
C -0.586 1.559 -0.459 -0.5151 0.0568 1.5908
N -2.066 1.957 -0.424 1.1440 0.1246 1.0064
C -2.749 0.755 0.170 -0.9054 -0.4385 -2.3135
C -1.777 -0.380 -0.085 -0.0603 -1.6726 1.8790
C -1.833 -1.204 1.245 -1.9591 -3.8529 -2.2926
C -2.141 -1.182 -1.309 2.8736 1.1703 -2.2358
H 4.211 1.696 -0.688 -0.2379 0.0498 1.1063
H 4.395 0.845 0.824 1.5392 -2.3116 1.7909
H 3.419 2.297 0.865 0.9058 0.5181 0.1413
H 3.492 -0.815 1.372 0.0504 -0.5901 -0.4392
H 3.992 -1.286 -0.231 1.0463 -0.2916 -0.8818
H 2.813 -2.287 0.692 -0.0943 0.2786 -0.5761
H -0.090 2.032 -1.214 1.4717 1.5298 -1.6551
H -2.239 2.204 -1.400 -0.9619 -0.2713 0.1910
H -2.283 2.788 0.171 0.6520 -0.5873 -0.6575
H -3.744 0.582 -0.294 0.8310 0.1190 -0.2686
H -3.019 0.800 1.189 0.4975 1.1178 1.3391
H -2.888 -1.638 1.467 1.4701 1.3022 -0.3758
H -1.400 -0.817 2.078 0.7276 2.3228 2.3701
H -1.250 -2.142 1.241 -0.2533 0.2828 -0.9085
H -3.032 -1.717 -1.258 -1.4909 -0.8839 0.2729
H -1.269 -1.826 -1.527 -0.8466 -0.2385 0.3323
H -2.123 -0.542 -2.257 -0.4778 -0.3562 1.2572
```
Forces are in eV/Å.

Output
orbital gap (spin up / spin down)	7.04 / 8.02	eV
relative energy (zero: lowest compared OMol25 entry of this formula, charge and spin)	468.7	kJ/mol
HOMO energy (spin up / spin down)	-10.58 / -11.23	eV
M	185.25	g/mol
2S+1	1
total charge	+1
E	-612.71456	a.u.

=====

ORCA calculation (ωB97M-V/def2-TZVPD) on C9H17N2O7P2PdSi as an isolated structure.

```
39
Properties=species:S:1:pos:R:3:forces:R:3
Pd 0.140 -0.067 0.859 -0.0050 0.0262 -0.4697
O 3.257 -1.437 1.500 0.1168 -0.0588 -0.0390
P 2.257 -1.764 0.311 -0.1640 0.2005 0.2120
O 2.566 -2.972 -0.458 0.0344 -0.0098 0.0106
O 1.894 -0.454 -0.375 0.0297 0.0243 0.1281
O 0.795 -1.999 1.184 -0.0582 -0.2174 0.2336
P 0.515 -2.117 2.849 0.0184 0.2583 -0.3921
O -0.509 -3.350 2.904 -0.0052 -0.0452 0.0314
O 1.807 -2.488 3.481 0.0026 -0.0216 0.0580
O -0.243 -0.861 3.135 0.0915 -0.1510 0.0830
H 2.992 -1.889 2.337 -0.0331 -0.0165 0.0172
H -0.009 -4.172 2.964 0.0027 -0.0053 -0.0086
C -3.586 -1.448 -0.504 -0.0202 -0.0614 -0.0011
C -3.245 0.014 -0.496 0.0075 0.0633 -0.0116
C -4.152 0.974 -0.924 -0.0155 -0.0396 -0.0015
C -3.769 2.312 -0.880 0.0114 0.0660 0.0044
C -2.519 2.670 -0.425 -0.0359 -0.1022 -0.0099
C -1.652 1.640 -0.012 0.2100 0.2597 0.1264
N -2.036 0.352 -0.057 -0.1420 -0.1901 0.0741
N -0.385 1.791 0.458 -0.0831 0.1659 0.1112
Si 0.175 3.008 1.581 0.0008 -0.2467 -0.1871
C 0.320 4.691 0.765 -0.0270 0.0382 -0.0690
C 1.852 2.443 2.155 0.0788 -0.0379 0.0185
C -1.007 3.129 3.024 -0.0439 0.0172 0.0605
H -4.472 -1.641 0.104 -0.0024 0.0048 -0.0065
H -2.758 -2.033 -0.109 0.0220 0.0345 0.0032
H -3.802 -1.785 -1.520 0.0012 -0.0078 0.0036
H -5.131 0.680 -1.279 0.0014 0.0059 -0.0015
H -4.458 3.081 -1.211 -0.0015 -0.0044 -0.0002
H -2.197 3.701 -0.398 0.0057 0.0012 0.0010
H 0.924 4.630 -0.142 0.0131 -0.0021 0.0105
H 0.801 5.394 1.450 0.0030 0.0101 -0.0038
H -0.653 5.105 0.495 0.0060 0.0129 0.0143
H 2.497 2.197 1.308 -0.0165 0.0148 -0.0144
H 1.771 1.541 2.769 -0.0146 0.0125 0.0135
H 2.342 3.216 2.752 -0.0009 -0.0040 0.0084
H -2.010 3.414 2.695 0.0064 0.0105 -0.0057
H -0.669 3.865 3.758 -0.0135 -0.0007 0.0044
H -1.081 2.158 3.519 0.0191 -0.0043 -0.0064
```
Forces are in eV/Å.

Output
orbital gap	7.63	eV
HOMO energy	-5.24	eV
M	461.70	g/mol
2S+1	1
total charge	-1
E	-2089.84561	a.u.

=====

ORCA calculation (ωB97M-V/def2-TZVPD) on a 2-piece molecular cluster, C9H17N3O overall at a distorted geometry.

```
30
Properties=species:S:1:pos:R:3:forces:R:3
C 0.142 -3.182 -0.441 0.2915 2.0236 -2.4117
C 0.125 -4.340 0.011 1.1152 -4.4283 1.0727
C -0.266 -2.037 2.323 0.6418 -1.5806 -1.5020
C 1.371 2.130 -1.311 0.3489 -0.2860 1.4487
C 0.882 2.044 0.235 2.6898 1.3106 -0.3316
C -1.366 0.980 0.016 -3.0310 0.6074 1.9027
C 0.227 2.734 -2.150 2.2541 2.2749 0.5717
C -1.360 1.016 -1.597 -1.0832 -0.9741 -0.0673
C -0.040 0.951 0.558 1.0130 -0.6171 -0.6464
N -0.247 -1.677 3.545 0.2837 -0.6081 3.9070
N -0.061 -1.428 1.214 -0.0635 3.8694 -1.1578
N 0.474 -0.160 1.073 -0.3222 -0.4193 1.6698
O -1.079 2.260 -2.102 -1.6616 -0.9677 1.2261
H 0.181 -2.140 -0.645 -0.1840 -0.7195 -0.5219
H 0.422 -5.397 -0.315 -0.4357 1.5322 -1.0653
H -0.390 -3.071 2.056 -0.7016 -0.5288 0.6059
H 2.271 2.883 -1.325 -1.8486 -1.3626 -0.1192
H 1.771 1.146 -1.655 -0.3603 0.7052 0.0530
H 1.806 2.038 0.925 -1.4228 0.0662 -1.0800
H 0.382 3.015 0.316 -0.0238 -0.2109 0.7490
H -2.042 1.933 0.177 1.6437 -1.7757 0.4225
H -1.897 0.071 0.451 0.1609 1.0428 -1.3024
H 0.231 3.885 -1.858 -0.5875 -2.1521 -0.9738
H 0.457 2.617 -3.195 0.3915 0.5630 -0.8799
H -0.511 0.358 -1.816 -0.5587 -0.3912 -0.5193
H -2.474 0.645 -1.736 2.4492 0.9826 -0.6954
H 0.054 -4.583 1.051 -0.6360 0.2546 1.4867
H -0.316 -2.378 4.326 -0.1832 0.6982 -1.4413
H 0.156 -0.835 3.901 -0.0586 0.8717 -0.2126
H 1.453 -0.118 1.378 -0.1210 0.2196 -0.1878
```
Forces are in eV/Å.

Output
orbital gap (spin up / spin down)	4.85 / 3.69	eV
relative energy (zero: lowest compared OMol25 entry of this formula, charge and spin)	141.2	kJ/mol
<S²>	2.03
HOMO energy (spin up / spin down)	-13.05 / -16.20	eV
M	183.26	g/mol
2S+1	3
total charge	+2
E	-591.65779	a.u.

=====

Which value of M does entry 4 give? 185.25 g/mol